A structure of composition C34H50N3OOsP2S at a distorted geometry. Source: OMol25; level of theory: ωB97M-V/def2-TZVPD.

Element x y z (Å)
C -0.912 2.564 0.267
C -0.418 1.444 2.276
C -1.658 3.517 0.953
C -0.943 2.535 3.015
C -1.590 3.554 2.349
H -2.233 4.230 0.363
H -0.851 2.489 4.097
H -2.058 4.373 2.890
N -0.212 1.619 0.929
P 0.813 1.747 -1.682
P 0.405 -1.281 1.958
C -0.855 2.467 -1.240
H -1.637 1.777 -1.596
H -1.044 3.437 -1.718
C -0.160 0.163 2.787
H -0.161 0.078 3.877
C -1.222 -2.277 2.566
C 1.892 -2.108 2.936
C 0.555 1.239 -3.489
C 1.851 3.349 -1.522
C -1.466 -3.342 1.502
H -0.612 -4.022 1.389
H -2.343 -3.945 1.785
H -1.681 -2.890 0.529
C -1.127 -2.912 3.960
H -0.340 -3.662 4.076
H -1.027 -2.150 4.744
H -2.086 -3.424 4.147
C -2.415 -1.320 2.677
H -3.345 -1.904 2.751
H -2.343 -0.674 3.559
H -2.506 -0.667 1.797
C 1.883 -3.605 2.586
H 1.966 -3.743 1.499
H 2.760 -4.078 3.055
H 0.994 -4.138 2.935
C 3.241 -1.561 2.469
H 3.420 -1.746 1.404
H 3.358 -0.495 2.687
H 4.035 -2.087 3.023
C 1.833 -1.832 4.444
H 0.982 -2.285 4.956
H 2.742 -2.262 4.894
H 1.839 -0.754 4.649
C 3.225 3.077 -2.152
H 3.870 3.946 -1.955
H 3.709 2.199 -1.702
H 3.166 2.950 -3.240
C 2.051 3.737 -0.043
H 1.101 3.957 0.456
H 2.586 2.980 0.531
H 2.658 4.655 -0.013
C 1.206 4.590 -2.164
H 1.931 5.414 -2.075
H 0.977 4.474 -3.225
H 0.297 4.904 -1.634
C -0.622 0.255 -3.579
H -1.581 0.722 -3.328
H -0.696 -0.112 -4.615
H -0.481 -0.611 -2.925
C 1.809 0.524 -4.003
H 2.030 -0.383 -3.426
H 1.635 0.229 -5.048
H 2.698 1.161 -3.979
C 0.252 2.448 -4.389
H -0.587 3.050 -4.019
H 1.133 3.084 -4.540
H -0.036 2.068 -5.381
Os 0.994 0.129 0.017
C 2.744 0.603 0.364
O 3.887 0.863 0.517
N -0.804 -0.543 -0.530
C -1.920 -0.651 -0.086
C -3.248 -0.913 -0.618
C -3.376 -1.694 -1.788
C -4.404 -0.375 -0.019
C -4.643 -1.996 -2.294
H -2.479 -2.059 -2.296
C -5.666 -0.714 -0.508
H -4.287 0.303 0.829
C -5.786 -1.524 -1.642
H -4.737 -2.602 -3.194
H -6.554 -0.338 0.001
H -6.775 -1.781 -2.014
S 3.488 -3.010 -2.361
C 2.051 -3.777 -1.739
C 1.278 -2.898 -1.025
N 1.837 -1.615 -0.941
C 2.999 -1.550 -1.618
H 1.816 -4.822 -1.902
H 0.320 -3.115 -0.546
H 3.610 -0.654 -1.693

Its relative energy (zero: lowest compared OMol25 entry of this formula, charge and spin) is 2.343 eV. The calculation puts the highest occupied orbital energy (spin up / spin down) at -14.5 / -16.9 eV. As for the frontier orbital gap (spin up / spin down): 5.95 / 4.08 eV. As for the charge: +3. As for the LUMO energy (spin up / spin down): -8.5 / -12.8 eV. The spin multiplicity is 5. For the maximum force, the calculation gives 7.8 eV/Å.

=====

A cluster of 2 separate species, C5H8N2 in total at a distorted geometry. Source: OMol25; level of theory: ωB97M-V/def2-TZVPD.

Element x y z (Å)
C 0.155 2.269 -1.105
N -0.119 1.082 -0.311
C -1.306 0.392 -0.242
C -1.019 -0.872 0.270
C 0.347 -0.763 0.562
C 0.961 -1.964 1.108
N 0.918 0.366 0.158
H -0.682 2.967 -1.019
H 0.300 2.002 -2.159
H 1.068 2.742 -0.734
H -2.199 0.872 -0.620
H -1.207 -2.071 0.386
H -0.144 -2.928 0.612
H 0.679 -2.301 2.087
H 2.071 -1.935 0.993

Its relative energy (zero: lowest compared OMol25 entry of this formula, charge and spin) is 4.090 eV. The calculation puts the highest occupied orbital energy at -8.7 eV. As for the frontier orbital gap: 9.47 eV. As for the charge: 0. As for the LUMO energy: 0.8 eV. For the maximum force, the calculation gives 4.4 eV/Å.

=====

A structure of composition C17H22Cl2GeN3O2Pd. Source: OMol25; level of theory: ωB97M-V/def2-TZVPD.

Element x y z (Å)
Pd 0.807 0.102 -1.256
Cl 0.949 -7.045 -3.148
C 0.825 -5.528 -2.405
C 0.787 -5.430 -1.016
C 0.682 -4.193 -0.429
Cl 0.636 -4.031 1.254
C 0.618 -2.967 -1.224
O 0.520 -1.877 -0.625
C 0.654 -3.125 -2.668
C 0.557 -1.993 -3.611
O 0.453 -0.820 -3.319
C 0.754 -4.372 -3.220
H 0.841 -6.322 -0.408
H 0.574 -2.282 -4.672
H 0.777 -4.496 -4.296
C -2.745 -0.402 -0.991
C -3.197 1.020 -1.297
C -2.096 2.070 -1.201
C -1.470 2.239 0.190
Ge -0.126 1.001 0.843
C 1.311 1.742 1.915
C 1.018 1.539 3.403
C -0.291 2.182 3.843
C -0.572 1.979 5.324
H -3.527 -1.122 -1.230
H -2.489 -0.542 0.061
H -1.863 -0.670 -1.587
H -4.017 1.296 -0.628
H -3.609 1.050 -2.308
H -2.514 3.037 -1.485
H -1.322 1.860 -1.948
H -2.253 2.249 0.957
H -0.962 3.205 0.246
H -0.606 -0.343 1.418
H 1.384 2.802 1.661
H 2.255 1.277 1.627
H 1.840 1.960 3.987
H 0.995 0.470 3.637
H -1.131 1.768 3.263
H -0.265 3.251 3.608
H -0.628 0.917 5.570
H -1.512 2.441 5.622
H 0.220 2.418 5.931
N 1.454 1.925 -1.353
C 2.456 2.514 -1.633
N 3.387 3.277 -1.880
C 4.660 3.066 -2.156
N 5.781 2.904 -2.371

The calculation puts the highest occupied orbital energy (spin up / spin down) at -12.2 / -11.9 eV. As for the frontier orbital gap (spin up / spin down): 7.78 / 5.12 eV. As for the charge: +1. As for the LUMO energy (spin up / spin down): -4.4 / -6.8 eV. The spin multiplicity is 3. For the maximum force, the calculation gives 0.5 eV/Å.

=====

A structure of composition C45H38N4O7PdS2. Source: OMol25; level of theory: ωB97M-V/def2-TZVPD.

Element x y z (Å)
Pd 0.490 -1.480 -0.264
O 5.093 -5.824 1.202
C 4.327 -4.955 0.897
C 3.440 -4.154 1.856
O 3.539 -4.108 3.056
C 2.467 -3.412 0.997
C 2.982 -3.388 -0.387
O 2.577 -2.633 -1.263
C 4.001 -4.482 -0.522
O 4.421 -4.944 -1.551
O 1.375 -2.941 1.351
C -4.646 3.297 -4.943
C -3.610 2.592 -4.102
C -3.969 1.889 -2.958
C -3.019 1.262 -2.159
C -1.675 1.350 -2.494
C -1.297 2.049 -3.639
C -2.258 2.654 -4.434
S -0.340 0.606 -1.568
O -2.522 -1.847 -1.856
C -0.882 0.857 0.128
C -1.914 0.051 0.680
C -2.322 0.250 1.965
C -1.713 1.234 2.780
C -2.098 1.415 4.133
C -1.466 2.334 4.918
C -0.409 3.111 4.389
C -0.021 2.962 3.089
C -0.673 2.028 2.243
C -0.274 1.832 0.888
C 0.887 2.575 0.323
C 0.795 3.951 -0.024
C -0.413 4.685 0.119
C -0.470 6.002 -0.232
C 0.676 6.659 -0.742
C 1.844 5.975 -0.904
C 1.935 4.601 -0.560
C 3.128 3.866 -0.759
C 3.193 2.540 -0.449
C 2.063 1.911 0.102
S 2.250 0.147 0.458
O 3.634 -0.185 0.058
C 2.209 0.254 2.244
C 3.286 0.853 2.880
C 3.303 0.914 4.263
C 2.260 0.379 5.018
C 2.299 0.408 6.523
C 1.194 -0.222 4.355
C 1.168 -0.298 2.972
H -5.640 2.881 -4.779
H -4.411 3.219 -6.005
H -4.683 4.360 -4.693
H -5.016 1.819 -2.684
H -3.338 0.710 -1.288
H -0.245 2.124 -3.895
H -1.950 3.197 -5.321
H -2.384 -0.694 0.057
H -3.110 -0.366 2.385
H -2.894 0.797 4.534
H -1.765 2.466 5.950
H 0.101 3.824 5.025
H 0.804 3.546 2.698
H -1.293 4.184 0.505
H -1.398 6.550 -0.124
H 0.618 7.706 -1.008
H 2.723 6.470 -1.304
H 3.990 4.371 -1.178
H 4.087 1.951 -0.614
H 4.105 1.258 2.295
H 4.143 1.379 4.766
H 3.041 1.117 6.889
H 2.557 -0.579 6.912
H 1.326 0.680 6.936
H 0.378 -0.650 4.929
H 0.345 -0.788 2.468
C -0.032 -3.135 -2.854
N -0.581 -4.197 -3.685
C -0.232 -5.487 -3.073
N -0.779 -5.609 -1.714
C -0.236 -4.530 -0.905
N -0.565 -3.188 -1.464
C -2.058 -3.111 -1.506
N -2.618 -4.155 -2.355
C -2.034 -4.075 -3.704
C -2.228 -5.454 -1.780
H -0.268 -2.161 -3.284
H 1.049 -3.223 -2.802
H 0.854 -5.576 -3.029
H -0.629 -6.294 -3.690
H 0.846 -4.627 -0.874
H -0.623 -4.587 0.113
H -2.336 -1.645 -2.779
H -2.404 -3.289 -0.487
H -2.316 -3.136 -4.185
H -2.455 -4.885 -4.300
H -2.646 -6.247 -2.401
H -2.648 -5.540 -0.775

The calculation puts the highest occupied orbital energy (spin up / spin down) at -7.6 / -8.2 eV. As for the frontier orbital gap (spin up / spin down): 7.24 / 6.57 eV. As for the charge: 0. As for the LUMO energy (spin up / spin down): -0.3 / -1.6 eV. The spin multiplicity is 3. For the maximum force, the calculation gives 0.6 eV/Å.